Molecular formula: C36H67Cl2N3P
Method: DFT, ωB97M-V with the def2-TZVPD basis set

Element x y z (Å)
C 2.18855 0.28923 -3.42458
C 0.80744 0.33540 -2.49791
P -0.76464 -0.20593 -3.43726
C -2.35038 0.63606 -2.78618
C -2.78717 2.00574 -3.57702
N -0.59477 -0.11085 -5.20417
C -0.43448 1.14770 -6.03380
C -0.29923 0.81066 -7.63503
C -0.08030 1.80652 -8.92381
Cl -0.76416 1.24254 -10.59351
C 0.60185 3.12950 -8.91126
C 0.77165 4.12674 -10.23420
Cl 1.36998 3.79412 -7.32376
N -0.41186 -0.71193 -7.54863
N -0.37135 -1.60387 -8.63151
C -0.58626 -1.29501 -6.13010
C -0.66515 -2.90340 -5.96604
C -0.95291 -3.50122 -4.48078
C 0.36038 -3.59140 -3.44870
C 0.27871 -4.13838 -1.89816
C -1.21422 -4.60200 -1.35442
C -2.52163 -4.55542 -2.34244
C -2.40169 -4.00233 -3.88942
C -3.77128 -3.93414 -4.82459
H 1.95008 0.16641 -4.56261
H 2.95852 -0.50807 -3.04443
H 2.70888 1.34982 -3.29074
H 0.98695 -0.48175 -1.64694
H 0.68293 1.35997 -1.93633
H -3.24175 -0.14728 -2.91692
H -2.18595 0.84571 -1.62290
H -2.18605 2.95003 -3.16129
H -3.92084 2.21926 -3.27182
H -2.78116 1.93104 -4.74462
H -0.36546 2.26326 -5.61433
H -0.08798 3.97977 -11.02250
H 0.67208 5.24256 -9.84233
H 1.85930 4.01355 -10.71277
H 0.16952 -1.16512 -9.41294
H -1.37503 -1.67486 -8.96803
H 0.34565 -3.36804 -6.38685
H -1.51693 -3.31969 -6.69164
H 1.43737 -3.25885 -3.83660
H 1.23010 -4.18477 -1.17850
H -1.34268 -4.97567 -0.24912
H -3.56181 -4.90219 -1.90911
H -3.99194 -2.84946 -5.21380
H -4.65581 -4.27683 -4.09982
H -3.72049 -4.75078 -5.67651
C -1.81065 -0.78827 1.36348
C -0.92279 -1.13770 2.54799
C -0.75584 -2.64692 2.74495
C -2.04898 -3.40817 3.05901
C -2.80321 -2.92102 4.29849
C -2.00164 -3.07716 5.58163
H -2.82618 -1.17274 1.49318
H -1.88009 0.29893 1.25193
H -1.40112 -1.20026 0.43562
H -1.31832 -0.67227 3.45472
H 0.06800 -0.69533 2.38510
H -0.02683 -2.81807 3.54541
H -0.31044 -3.07760 1.83935
H -1.80409 -4.47079 3.18569
H -2.72268 -3.35830 2.19457
H -3.73031 -3.49887 4.39304
H -3.10645 -1.87567 4.17884
H -1.73580 -4.12604 5.74755
H -2.59148 -2.73749 6.43810
H -1.08093 -2.48711 5.55899
C 2.68511 4.71082 -2.79665
C 2.78588 4.18688 -1.37229
C 2.96891 5.30051 -0.33751
C 4.25632 6.11970 -0.48540
C 5.55170 5.30610 -0.43521
C 5.75649 4.59594 0.89411
H 3.59636 5.23416 -3.09945
H 2.53309 3.88035 -3.49414
H 1.84075 5.40003 -2.89868
H 3.59958 3.45994 -1.30393
H 1.86571 3.63821 -1.13539
H 2.92954 4.85848 0.66476
H 2.11318 5.98489 -0.39504
H 4.27960 6.87613 0.30987
H 4.22821 6.67930 -1.42863
H 6.39699 5.98407 -0.60314
H 5.57990 4.57593 -1.25075
H 5.78648 5.31620 1.71793
H 6.70410 4.04929 0.88724
H 4.95958 3.87427 1.09537
C -0.62427 0.26594 8.17259
C 0.26359 -0.08349 9.35711
C 0.43054 -1.59271 9.55406
C -0.86261 -2.35396 9.86813
C -1.61684 -1.86681 11.10760
C -0.81526 -2.02295 12.39075
H -1.63980 -0.11854 8.30230
H -0.69371 1.35314 8.06104
H -0.21475 -0.14605 7.24473
H -0.13194 0.38194 10.26384
H 1.25438 0.35888 9.19422
H 1.15955 -1.76386 10.35453
H 0.87594 -2.02339 8.64847
H -0.61771 -3.41659 9.99480
H -1.53630 -2.30409 9.00368
H -2.54394 -2.44466 11.20216
H -1.92007 -0.82146 10.98796
H -0.54942 -3.07184 12.55667
H -1.40510 -1.68328 13.24722
H 0.10545 -1.43290 12.36811

Cartesian forces, eV/Å:
0.13 1.32 0.31
1.52 0.34 0.67
-0.32 -2.32 2.03
-0.96 1.13 -0.67
-1.18 0.73 1.28
0.48 0.91 -5.64
0.50 -1.39 -4.06
-0.60 -0.82 5.54
1.47 2.10 0.96
0.98 0.67 2.71
-1.41 -2.67 -0.59
0.01 0.46 0.96
-1.32 -1.24 -2.53
-0.05 1.74 3.96
-1.31 0.56 -0.95
0.67 4.12 -2.21
-0.55 -0.88 0.12
0.31 -1.24 4.58
-2.49 -1.19 1.57
-3.85 0.35 -2.78
0.33 1.25 -3.82
3.89 1.32 -0.96
2.51 0.29 1.34
0.31 -0.88 1.46
0.56 0.06 2.18
-1.74 1.43 -0.85
-1.03 -2.31 -0.41
-0.91 1.65 -1.92
0.32 -1.86 -1.29
2.21 1.56 0.38
-0.24 -0.55 -2.60
-1.10 -2.15 -1.23
2.42 -0.40 -0.73
0.25 0.04 2.30
-0.22 -3.10 -0.68
1.88 -0.08 1.69
0.29 -2.47 -0.69
-2.54 0.02 1.13
-0.53 -0.45 1.03
1.57 -0.04 0.26
-2.07 1.25 0.94
1.81 1.20 1.54
-2.64 -0.76 0.80
-2.38 0.13 -1.93
0.27 0.80 -2.46
2.36 0.82 -1.13
0.54 -2.22 0.66
1.88 0.91 -1.70
-0.02 1.92 1.59
-0.11 0.22 -0.02
0.19 -0.12 -0.09
0.07 -0.01 0.17
-0.09 0.02 -0.14
-0.02 -0.15 -0.06
-0.05 0.09 0.17
0.08 0.03 -0.06
-0.04 -0.09 -0.04
-0.06 -0.05 0.01
0.01 -0.05 0.01
-0.09 -0.05 0.08
-0.08 -0.01 -0.07
-0.02 0.05 0.02
-0.02 0.10 0.02
0.07 0.00 0.04
0.08 0.09 -0.06
0.02 -0.05 -0.05
0.03 0.11 0.00
0.13 -0.06 -0.03
-0.06 -0.07 0.04
0.03 -0.11 -0.15
-0.15 0.11 0.09
0.01 -0.06 0.17
0.00 0.08 -0.17
-0.01 0.17 0.05
0.14 -0.15 0.02
-0.11 -0.03 0.00
0.00 0.11 -0.05
0.10 -0.02 -0.02
0.04 0.02 0.05
0.08 0.02 0.04
0.02 0.06 -0.08
0.06 -0.08 -0.02
0.00 -0.10 -0.09
-0.03 -0.04 0.11
-0.12 -0.07 -0.04
-0.03 0.05 0.00
-0.04 -0.10 -0.05
-0.10 0.04 0.09
0.07 0.06 0.03
-0.10 0.23 0.00
0.18 -0.13 -0.10
0.08 -0.01 0.14
-0.10 0.02 -0.13
-0.01 -0.15 -0.07
-0.05 0.10 0.17
0.07 0.02 -0.05
-0.04 -0.14 -0.07
-0.07 0.01 0.05
0.01 -0.05 0.02
-0.11 -0.06 0.07
-0.07 -0.02 -0.06
-0.04 0.05 0.05
-0.03 0.11 0.01
0.09 -0.01 0.05
0.07 0.09 -0.05
0.02 -0.05 -0.05
0.03 0.11 0.00
0.12 -0.07 -0.03
-0.07 -0.08 0.03

Output
2S+1: 1
frontier orbital gap: 6.792 eV
lowest unoccupied orbital energy: -3.56 eV
charge: +1
largest force on an atom: 5.7 eV Å⁻¹

These are the Löwdin partial charges, in e, on atoms 1 to 8: number 1, C, carries -0.15; number 2, C, carries -0.39; number 3, P, carries 0.97; number 4, C, carries -0.40; number 5, C, carries -0.19; number 6, N, carries -0.24; number 7, C, carries 0.00; number 8, C, carries -0.04